i:
The following is a quantum chemistry calculation of a gas-phase ion, C5H10N3 (charge +1), from the Open Molecules 2025 dataset.

```
! RIJCOSX wB97M-V def2-TZVPD def2/J DEFGRID3
* xyz 1 1
C -3.476 -0.659 -0.492
C 0.646 -1.030 0.088
C -1.704 0.494 0.636
C -0.607 1.092 -0.088
C 1.915 1.089 -0.324
N -2.731 -0.028 0.110
N 0.681 0.226 -0.094
N 1.650 -1.871 0.373
H -4.343 -0.804 -1.142
H -0.268 -1.469 0.232
H -1.448 0.067 1.612
H -0.916 1.344 -1.158
H -0.236 2.054 0.511
H 2.688 0.759 0.392
H 2.296 0.919 -1.363
H 1.693 2.131 -0.204
H 1.614 -2.887 0.693
H 2.547 -1.427 0.218
*
```

Let us look at the Löwdin charges, expressed in e, one per atom: 0.172, -0.162, -0.238, -0.117, 0.023, -0.032, -0.078, 0.178, 0.104, 0.124, 0.133, 0.156, 0.157, 0.098, 0.118, 0.078, 0.180, 0.105

=====

ii:
The following is a quantum chemistry calculation of a gas-phase ion, C5H10N3 (charge +1), from the Open Molecules 2025 dataset.

```
! RIJCOSX wB97M-V def2-TZVPD def2/J DEFGRID3
* xyz 1 1
C 0.032 1.507 -1.641
C 0.135 1.581 -0.117
C 0.164 0.244 0.569
C 0.966 -0.184 1.572
N 0.753 -1.543 1.672
C -0.104 -1.898 0.702
N -0.477 -0.867 0.009
N -1.175 0.742 -2.048
H 0.955 1.053 -1.993
H -0.057 2.483 -2.094
H 1.070 2.130 0.054
H -0.714 2.171 0.258
H 1.614 0.230 2.303
H 1.157 -2.152 2.380
H -0.476 -2.886 0.487
H -1.062 -0.267 -1.838
H -1.966 0.980 -1.451
H -1.455 0.880 -3.019
*
```

Values from the calculation:
SMILES = [NH3+]CCc1c[nH]cn1

Let us look at the Löwdin charges, expressed in e, one per atom: -0.146, -0.120, -0.276, -0.026, 0.077, -0.174, 0.063, 0.170, 0.140, 0.129, 0.135, 0.126, 0.124, 0.172, 0.134, 0.135, 0.166, 0.173

=====

The structure with the greatest stability is ii.

=====

i:
The following is a quantum chemistry calculation of a gas-phase ion, C5H10N3 (charge +1), from the Open Molecules 2025 dataset.

```
! RIJCOSX wB97M-V def2-TZVPD def2/J DEFGRID3
* xyz 1 1
C 2.194 -0.468 -0.159
C 0.134 1.071 -0.019
C 1.648 0.976 -0.163
C -0.622 -0.241 0.003
C -1.322 -0.803 1.216
N 1.509 -1.443 0.013
N -0.183 2.225 0.273
N -1.193 -0.710 -1.229
H 3.345 -0.492 -0.131
H 2.209 1.551 0.677
H 1.901 1.577 -1.008
H -1.535 -1.844 1.270
H -2.249 -0.378 1.575
H -0.625 -0.875 2.144
H -1.188 2.441 0.269
H -0.756 -0.226 -2.097
H -2.288 -0.589 -1.299
H -0.979 -1.773 -1.334
*
```

Let us look at the Löwdin charges, expressed in e, one per atom: -0.259, -0.361, -0.111, -0.255, -0.044, 0.200, 0.194, 0.172, 0.158, 0.164, 0.104, 0.069, 0.085, 0.137, 0.095, 0.214, 0.227, 0.210

=====

ii:
The following is a quantum chemistry calculation of a gas-phase ion, C5H10N3 (charge +1), from the Open Molecules 2025 dataset.

```
! RIJCOSX wB97M-V def2-TZVPD def2/J DEFGRID3
* xyz 1 1
C 1.560 0.729 -0.017
C -1.261 -0.085 -0.343
C -0.697 1.069 0.484
C 3.714 -0.638 -0.063
C -2.735 -0.225 -0.445
N 2.506 0.073 -0.212
N 0.554 1.540 -0.013
N -0.572 -0.310 0.933
H -0.753 -0.331 -1.155
H -1.271 1.786 0.825
H 4.450 -0.674 -0.814
H 3.298 -1.581 0.016
H 4.131 -0.129 0.734
H -3.155 0.472 0.285
H -3.103 -1.175 -0.112
H -3.176 -0.214 -1.350
H 0.584 2.043 -0.895
H -1.093 -0.411 1.782
*
```

Values from the calculation:
SMILES = CN=C=[NH+][C@@H]1N[C@H]1C

Let us look at the Löwdin charges, expressed in e, one per atom: -0.026, -0.238, -0.223, 0.023, -0.017, 0.185, 0.138, 0.114, 0.096, 0.111, 0.105, 0.096, 0.094, 0.099, 0.088, 0.050, 0.188, 0.118

=====

iii:
The following is a quantum chemistry calculation of a gas-phase ion, C5H10N3 (charge +1), from the Open Molecules 2025 dataset.

```
! RIJCOSX wB97M-V def2-TZVPD def2/J DEFGRID3
* xyz 1 1
C 0.099 -0.106 -1.913
C -0.147 -1.182 -1.116
C 0.199 0.628 0.179
C -0.159 -2.642 -1.226
C 0.068 1.360 1.720
N 0.339 0.928 -1.086
N -0.080 -0.675 0.199
N 0.933 2.471 1.609
H 0.272 -0.011 -2.951
H 0.682 -3.018 -1.852
H -0.107 -2.958 -0.174
H -1.091 -2.953 -1.779
H -1.012 1.531 2.027
H 0.389 0.615 2.368
H 0.541 1.827 -1.565
H -0.059 -1.141 1.121
H 1.874 2.275 1.924
H 0.656 3.310 2.220
*
```

Values from the calculation:
SMILES = Cc1c[nH]c(CN)[nH+]1

Let us look at the Löwdin charges, expressed in e, one per atom: 0.002, -0.236, -0.149, -0.009, -0.140, 0.123, 0.145, -0.023, 0.137, 0.109, 0.090, 0.115, 0.150, 0.074, 0.208, 0.188, 0.085, 0.131

=====

The structure with the greatest stability is iii.

=====

i:
The following is a quantum chemistry calculation of a single C5H7F molecule, from the Open Molecules 2025 dataset.

```
! RIJCOSX wB97M-V def2-TZVPD def2/J DEFGRID3
* xyz 0 1
C -1.655 -1.388 1.280
C -0.707 -0.780 0.846
C 1.137 -0.694 -0.713
C -0.292 1.450 -0.302
C 0.341 -0.004 0.341
F -0.502 2.296 0.690
H -2.424 -1.923 1.769
H 0.562 -0.973 -1.595
H 1.832 0.162 -1.229
H 1.609 -1.655 -0.348
H 0.381 1.731 -1.026
H -1.242 1.257 -0.747
H 0.958 0.521 1.035
*
```

Values from the calculation:
SMILES = C#C[C@@H](C)CF

Let us look at the Löwdin charges, expressed in e, one per atom: 0.141, -0.153, -0.097, -0.171, -0.360, 0.008, 0.020, 0.071, 0.128, 0.100, 0.074, 0.112, 0.127

=====

ii:
The following is a quantum chemistry calculation of a single C5H7F molecule, from the Open Molecules 2025 dataset.

```
! RIJCOSX wB97M-V def2-TZVPD def2/J DEFGRID3
* xyz 0 1
C -2.243 0.054 -0.020
C -0.985 -0.462 0.002
C 1.497 -0.122 -0.748
C 1.468 -0.036 0.769
C 0.255 0.389 -0.045
F -0.095 1.756 0.076
H -3.015 -0.572 0.235
H -2.588 0.954 -0.327
H -0.699 -1.401 0.263
H 2.032 0.627 -1.239
H 1.206 -0.977 -1.311
H 1.278 -1.022 1.157
H 1.887 0.812 1.189
*
```

Values from the calculation:
SMILES = C=CC1(F)CC1

Let us look at the Löwdin charges, expressed in e, one per atom: 0.064, -0.054, -0.045, -0.027, -0.431, -0.006, 0.023, 0.026, 0.069, 0.086, 0.100, 0.102, 0.093

=====

iii:
The following is a quantum chemistry calculation of a single C5H7F molecule, from the Open Molecules 2025 dataset.

```
! RIJCOSX wB97M-V def2-TZVPD def2/J DEFGRID3
* xyz 0 1
C -0.027 0.441 0.474
C -1.157 0.023 -0.392
C -2.335 -0.529 -0.079
C 0.895 -0.730 0.449
C 1.982 -0.850 -0.342
H -0.292 0.694 1.500
H -0.951 0.287 -1.415
H -3.097 -0.742 -0.810
H -2.556 -0.800 0.982
H 0.548 -1.642 1.002
H 2.306 0.060 -0.840
H 2.514 -1.793 -0.504
F 0.597 1.534 -0.064
*
```

Values from the calculation:
SMILES = C=CC(F)C=C

Let us look at the Löwdin charges, expressed in e, one per atom: -0.395, -0.138, 0.022, -0.136, 0.023, 0.150, 0.112, 0.049, 0.075, 0.122, 0.058, 0.060, -0.002

=====

The structure with the greatest stability is iii.

=====

i:
The following is a quantum chemistry calculation of 2 unconnected molecules or ions with the total composition C2H2N2O3, from the Open Molecules 2025 dataset.

```
! RIJCOSX wB97M-V def2-TZVPD def2/J DEFGRID3
* xyz -2 1
C 1.490 -0.429 0.157
C 0.557 0.619 -0.127
N -1.451 -0.068 -0.880
N -2.414 -0.431 -0.321
O -2.747 -0.449 0.917
O 1.444 -0.926 1.351
O 2.310 -0.741 -0.772
H 0.208 1.259 0.751
H 0.603 1.164 -1.076
*
```

Let us look at the Löwdin charges, expressed in e, one per atom: -0.849, -0.067, -0.002, -0.431, -0.324, -0.197, -0.188, 0.043, 0.015

=====

ii:
The following is a quantum chemistry calculation of 2 unconnected molecules or ions with the total composition C2H2N2O3, from the Open Molecules 2025 dataset.

```
! RIJCOSX wB97M-V def2-TZVPD def2/J DEFGRID3
* xyz -2 1
C -2.400 0.335 0.069
C 0.592 -0.032 0.078
N 1.835 -0.259 0.100
N 3.050 0.029 -0.153
O 4.117 -0.455 0.310
O -2.266 0.405 -1.142
O -2.423 -0.635 0.885
H 0.017 -0.740 -0.563
H -2.523 1.352 0.417
*
```

Let us look at the Löwdin charges, expressed in e, one per atom: -0.782, -0.089, -0.150, -0.317, -0.361, -0.151, -0.193, -0.014, 0.057

=====

The structure with the greatest stability is i.